{"formula": "C3H5N5O2", "method": "wB97M-V/def2-TZVPD", "de_lowest_kcal_mol": 3.0, "smiles": "N[C@H](C(=O)O)c1nnn[nH]1", "gap_ev": 10.8036, "e_homo_ev": -10.558, "elements": ["C", "C", "C", "H", "H", "H", "H", "H", "N", "N", "N", "N", "N", "O", "O"], "xyz": [[0.718981, 0.720738, 0.345434], [1.640897, -0.501088, 0.089898], [-0.678513, 0.255686, 0.139672], [0.294614, 2.650453, -0.116536], [1.930726, 2.339023, -0.253147], [0.788212, 0.954762, 1.476260], [3.349932, -0.987433, -0.251124], [-0.550720, -1.839514, -0.247037], [1.002232, 1.935393, -0.501794], [-1.742176, 0.997053, 0.267060], [-2.822420, 0.234144, 0.046558], [-2.445821, -0.948048, -0.260181], [-1.105953, -0.968793, -0.173275], [2.934754, -0.171853, -0.017030], [1.302497, -1.667840, 0.053651]], "forces_ev_per_a": [[0.621, 0.115, 0.924], [0.291, 0.270, 0.302], [-0.766, -0.102, -0.127], [1.298, -1.302, -1.049], [-0.863, -0.656, -0.156], [0.196, -0.441, -1.510], [0.982, -1.093, -0.214], [-0.654, 1.002, -0.059], [-0.803, 0.624, 1.832], [0.002, 1.514, 0.553], [0.508, -0.100, -0.545], [0.084, -0.685, 0.401], [-0.146, -1.164, -0.411], [-1.061, 1.223, 0.089], [0.311, 0.795, -0.028]]}